[1]
ORCA calculation (ωB97M-V/def2-TZVPD) on a cluster of 8 separate species, C42H53BN10O3 in total at a distorted geometry.

Geometry as ORCA input:
```
! wB97M-V def2-TZVPD RIJCOSX def2/J DEFGRID3
* xyz 0 1
C 3.993 -4.244 0.873
C 3.726 -2.929 0.609
C 2.764 -2.102 1.510
C 1.418 -1.620 1.042
C 0.573 -0.807 1.931
C -0.793 -0.317 1.320
C -2.060 -1.115 1.859
C -3.048 -0.154 2.649
C -3.278 -0.528 4.179
N -3.291 -1.979 4.488
C 1.011 -0.449 3.332
N 0.131 0.308 4.098
C 0.660 0.587 5.321
C 1.989 0.101 5.796
N 2.845 -0.674 5.079
C 2.327 -0.921 3.813
C 3.182 -1.735 2.865
O 4.471 -2.171 3.272
B 5.328 -1.050 3.012
O 5.996 -0.841 1.766
O 5.525 -0.055 4.005
H 3.730 -4.617 1.903
H 4.460 -4.928 0.126
H 4.215 -2.412 -0.265
H 1.031 -1.859 0.023
H -0.745 -0.496 0.205
H -0.926 0.800 1.431
H -2.637 -1.483 0.955
H -1.750 -2.033 2.422
H -2.694 0.921 2.634
H -4.051 -0.154 2.125
H -2.536 0.003 4.830
H -4.300 -0.120 4.455
H -2.300 -2.259 4.498
H -3.741 -2.476 3.711
H 0.053 1.225 6.019
H 2.295 0.374 6.843
H 5.331 -0.413 1.185
H 5.515 0.809 3.548
N -5.976 -2.648 -2.517
C -5.396 -1.414 -2.624
C -5.144 -0.953 -1.357
C -5.584 -1.951 -0.449
C -6.090 -2.985 -1.194
H -6.273 -3.220 -3.289
H -5.216 -0.971 -3.590
H -4.692 -0.004 -1.109
H -5.534 -1.914 0.628
H -6.520 -3.928 -0.899
N 1.044 -5.330 -2.636
C 1.263 -4.265 -1.804
C 2.035 -3.354 -2.479
C 2.286 -3.885 -3.769
C 1.659 -5.104 -3.838
H 0.512 -6.150 -2.401
H 0.852 -4.249 -0.807
H 2.379 -2.409 -2.088
H 2.860 -3.426 -4.558
H 1.599 -5.827 -4.635
N -3.702 0.058 -5.704
C -3.473 1.122 -4.870
C -2.707 2.034 -5.550
C -2.469 1.505 -6.844
C -3.096 0.288 -6.911
H -4.231 -0.762 -5.468
H -3.872 1.136 -3.868
H -2.358 2.977 -5.160
H -1.900 1.965 -7.637
H -3.162 -0.433 -7.710
N 7.121 2.370 1.033
C 5.946 2.881 1.515
C 6.022 4.249 1.453
C 7.289 4.576 0.907
C 7.943 3.396 0.656
H 7.345 1.390 0.966
H 5.159 2.229 1.861
H 5.252 4.939 1.764
H 7.678 5.565 0.719
H 8.919 3.199 0.244
N 2.503 3.513 5.821
C 3.612 3.289 6.593
C 4.282 4.477 6.724
C 3.548 5.458 6.009
C 2.455 4.834 5.466
H 1.828 2.816 5.556
H 3.827 2.305 6.979
H 5.199 4.626 7.274
H 3.794 6.504 5.906
H 1.650 5.214 4.857
N 1.489 -2.209 -6.865
C 1.819 -0.905 -7.121
C 0.732 -0.126 -6.818
C -0.293 -0.990 -6.357
C 0.203 -2.269 -6.395
H 2.095 -2.998 -7.001
H 2.797 -0.646 -7.495
H 0.679 0.948 -6.916
H -1.281 -0.706 -6.034
H -0.245 -3.213 -6.129
N -7.045 2.010 -1.061
C -8.196 2.517 -0.522
C -8.115 3.886 -0.560
C -6.868 4.218 -1.149
C -6.232 3.041 -1.451
H -6.829 1.031 -1.158
H -8.971 1.861 -0.159
H -8.867 4.572 -0.204
H -6.482 5.209 -1.333
H -5.274 2.848 -1.906
*
```

## Properties
orbital gap = 7.15 eV
E_HOMO = -0.297 Eh
LUMO level = -0.943 eV
SMILES = C=Cc1cc(CCCCN)c2nccnc2c1OB(O)O.c1cc[nH]c1.c1cc[nH]c1.c1cc[nH]c1.c1cc[nH]c1.c1cc[nH]c1.c1cc[nH]c1.c1cc[nH]c1

***

[2]
ORCA calculation (ωB97M-V/def2-TZVPD) on a structure of composition C32H37ClN2OsSi2 at a distorted geometry.

Geometry as ORCA input:
```
! wB97M-V def2-TZVPD RIJCOSX def2/J DEFGRID3
* xyz 2 5
C -1.065 -0.579 4.726
C -2.062 -0.015 3.873
C -2.382 -0.981 2.887
H -2.532 0.959 3.991
C -1.599 -2.141 3.127
C -0.794 -1.900 4.262
H -0.149 -2.625 4.745
H -0.683 -0.135 5.637
H -3.150 -0.875 2.129
H -1.632 -3.067 2.561
Os -0.389 -0.511 2.772
Si -0.260 0.017 -2.312
C 0.191 1.506 -3.361
C 1.494 1.703 -3.860
H 2.303 1.028 -3.566
C 1.769 2.765 -4.732
H 2.781 2.903 -5.118
C 0.759 3.653 -5.107
H 0.970 4.474 -5.796
C -0.525 3.488 -4.578
H -1.314 4.194 -4.841
C -0.805 2.430 -3.707
H -1.805 2.328 -3.278
C 0.344 -1.396 -3.386
C -0.131 -1.485 -4.706
H -0.880 -0.774 -5.067
C 0.373 -2.453 -5.582
H 0.013 -2.499 -6.609
C 1.342 -3.363 -5.147
H 1.735 -4.123 -5.827
C 1.809 -3.285 -3.832
H 2.550 -4.002 -3.474
C 1.348 -2.285 -2.972
H 1.785 -2.192 -1.975
H -1.733 -0.079 -2.249
Si 0.380 0.146 0.341
C -0.467 -1.622 0.371
C -1.803 -1.749 -0.107
H -2.451 -0.867 -0.147
C -2.284 -2.965 -0.586
H -3.319 -3.032 -0.933
C -1.440 -4.075 -0.654
H -1.812 -5.019 -1.051
C -0.117 -3.969 -0.214
H 0.552 -4.829 -0.291
C 0.370 -2.768 0.304
H 1.414 -2.683 0.618
C -0.596 1.781 0.361
C -1.989 1.888 0.592
H -2.537 1.058 1.045
C -2.691 3.039 0.214
H -3.773 3.088 0.375
C -2.015 4.110 -0.385
H -2.569 4.996 -0.705
C -0.630 4.042 -0.570
H -0.099 4.869 -1.054
C 0.078 2.906 -0.168
H 1.158 2.850 -0.330
H 1.071 0.012 -0.938
Cl 2.423 0.518 0.996
N 1.720 -1.067 3.448
C 2.210 -0.698 4.810
C 1.926 0.742 5.206
C 1.768 1.712 4.055
N 0.420 1.581 3.398
H 2.313 -0.644 2.718
H 1.802 -2.079 3.335
H 1.724 -1.372 5.526
H 3.292 -0.908 4.834
H 1.039 0.761 5.855
H 2.765 1.089 5.824
H 1.841 2.747 4.411
H 2.533 1.554 3.288
H -0.273 2.008 4.022
H 0.389 2.166 2.556
*
```

## Properties
energy relative to the best compared isomer or geometry (same formula, charge and spin) = 0.0 kcal per mole
orbital gap (spin up / spin down) = 5.68 / 4.06 eV
E_HOMO (spin up / spin down) = -0.404 / -0.503 Eh
LUMO level (spin up / spin down) = -5.304 / -9.632 eV
<S²> = 6.040

***

[3]
ORCA calculation (ωB97M-V/def2-TZVPD) on a structure of composition C3H4AgBBr2F4O3 at a distorted geometry.

Geometry as ORCA input:
```
! wB97M-V def2-TZVPD RIJCOSX def2/J DEFGRID3
* xyz -2 1
Ag 0.574 -0.606 -1.257
C -1.280 0.761 -2.919
O -1.622 -0.149 -2.193
O -2.059 1.318 -3.673
O -0.099 1.109 -2.926
B 0.586 -3.544 -2.432
F 1.258 -4.705 -2.809
F -0.786 -3.692 -2.591
F 0.766 -2.947 -1.161
F 0.853 -2.520 -3.300
Br 0.071 0.631 1.335
C -0.365 1.350 3.081
C 0.561 2.560 3.457
Br 2.457 1.966 3.799
H -0.304 0.582 3.852
H -1.386 1.680 2.893
H 0.253 3.121 4.340
H 0.523 3.086 2.503
*
```

## Properties
energy relative to the best compared isomer or geometry (same formula, charge and spin) = 49.2 kcal per mole
orbital gap = 2.83 eV
E_HOMO = 0.038 Eh
LUMO level = 3.855 eV

***

[4]
ORCA calculation (ωB97M-V/def2-TZVPD) on a structure of composition BrCdI2NO3 at a distorted geometry.

Geometry as ORCA input:
```
! wB97M-V def2-TZVPD RIJCOSX def2/J DEFGRID3
* xyz -2 1
Cd 0.667 0.520 -0.991
N -0.655 -0.328 1.925
O -0.708 -1.472 2.393
O -1.284 0.615 2.405
O 0.118 -0.115 0.916
Br -1.916 -0.154 -2.012
I 2.568 -1.541 -1.555
I 1.209 2.475 -3.082
*
```

## Properties
energy relative to the best compared isomer or geometry (same formula, charge and spin) = 3.7 kcal per mole
orbital gap = 7.19 eV
E_HOMO = -0.080 Eh
LUMO level = 5.014 eV

***

[5]
ORCA calculation (ωB97M-V/def2-TZVPD) on the molecule C27H29N3O5S at a distorted geometry.

Geometry as ORCA input:
```
! wB97M-V def2-TZVPD RIJCOSX def2/J DEFGRID3
* xyz 0 1
C 1.780 3.300 -1.533
H 1.325 4.226 -1.877
H 0.989 2.603 -1.268
H 2.367 2.880 -2.346
C 2.699 3.604 -0.352
N 3.343 2.446 0.236
C 2.740 1.685 1.237
C 3.539 0.830 1.997
C 2.973 0.000 2.946
C 1.606 0.015 3.167
C 0.812 0.890 2.446
C 1.368 1.720 1.489
H 0.725 2.382 0.934
H -0.253 0.915 2.621
H 1.161 -0.638 3.902
H 3.609 -0.658 3.520
H 4.605 0.833 1.840
S 4.601 1.736 -0.624
O 5.813 1.746 0.143
O 4.650 2.364 -1.911
C 4.053 0.029 -0.761
C 4.921 -1.007 -0.502
C 4.443 -2.310 -0.475
C 3.091 -2.562 -0.654
C 2.211 -1.489 -0.914
C 2.712 -0.203 -1.003
H 2.050 0.614 -1.222
N 0.849 -1.782 -1.006
C -0.188 -0.905 -1.091
O -0.078 0.280 -1.311
C -1.539 -1.581 -0.848
H -1.613 -2.487 -1.452
C -1.683 -1.857 0.655
C -2.388 -0.613 1.188
O -2.472 -0.275 2.348
N -2.909 0.039 0.136
C -2.679 -0.597 -1.137
H -2.380 0.148 -1.880
H -3.584 -1.110 -1.487
C -3.686 1.250 0.240
C -5.133 0.991 -0.096
C -5.723 1.542 -1.224
C -7.046 1.267 -1.527
C -7.786 0.430 -0.709
C -7.200 -0.128 0.416
C -5.881 0.151 0.721
H -5.420 -0.278 1.599
H -7.775 -0.779 1.057
H -8.817 0.215 -0.946
H -7.499 1.704 -2.404
H -5.148 2.194 -1.865
H -3.590 1.589 1.276
H -3.263 2.006 -0.430
H -0.735 -2.005 1.171
H -2.321 -2.723 0.847
H 0.640 -2.759 -0.847
O 2.505 -3.794 -0.582
C 3.321 -4.911 -0.306
H 2.649 -5.767 -0.291
H 4.075 -5.056 -1.085
H 3.811 -4.816 0.667
H 5.131 -3.117 -0.281
H 5.958 -0.790 -0.307
H 3.507 4.254 -0.694
H 2.156 4.119 0.445
*
```

## Properties
energy relative to the best compared isomer or geometry (same formula, charge and spin) = 18.9 kcal per mole
orbital gap = 8.56 eV
E_HOMO = -0.302 Eh
LUMO level = 0.335 eV
SMILES = CCN(c1ccccc1)S(=O)(=O)c1ccc(OC)c(NC(=O)[C@H]2CC(=O)N(Cc3ccccc3)C2)c1

***

[6]
ORCA calculation (ωB97M-V/def2-TZVPD) on the molecule C3H7NOS at a distorted geometry.

Geometry as ORCA input:
```
! wB97M-V def2-TZVPD RIJCOSX def2/J DEFGRID3
* xyz 0 1
C 1.801 1.487 0.598
C 0.332 -0.438 0.325
C 1.091 -1.261 1.273
H 2.715 0.818 0.719
H 1.599 1.938 1.581
H 2.077 2.337 -0.100
H 2.174 -0.984 1.155
H 0.723 -1.060 2.274
H 1.020 -2.311 1.030
H -2.560 -0.889 -1.453
N -0.752 -0.928 -0.192
O 0.687 0.816 0.026
S -1.708 0.087 -1.078
*
```

## Properties
energy relative to the best compared isomer or geometry (same formula, charge and spin) = 42.8 kcal per mole
orbital gap = 8.79 eV
E_HOMO = -0.293 Eh
LUMO level = 0.815 eV
SMILES = CO/C(C)=N\S

***

[7]
ORCA calculation (ωB97M-V/def2-TZVPD) on the molecule C11H17NO2S at a distorted geometry.

Geometry as ORCA input:
```
! wB97M-V def2-TZVPD RIJCOSX def2/J DEFGRID3
* xyz 0 1
C -1.056 1.087 -3.949
C -0.187 1.198 -1.835
C -0.503 2.249 -0.975
C -0.615 2.040 0.406
C -0.445 0.757 0.975
C -0.259 0.552 2.457
C 1.176 0.305 2.804
C -0.196 -0.325 0.084
C -1.370 -2.274 0.671
C -0.138 -0.109 -1.280
C 1.851 -1.778 -1.913
H -2.028 1.479 -3.614
H -1.148 -0.016 -3.922
H -0.831 1.577 -4.885
H -0.695 3.180 -1.432
H -0.688 2.835 1.150
H -0.866 -0.297 2.842
H -0.622 1.448 2.960
H 1.777 1.105 2.476
H 1.571 -0.564 2.201
H 1.125 0.839 4.680
H 0.778 -0.800 4.458
H -1.878 -2.118 -0.324
H -2.023 -1.877 1.442
H -1.044 -3.299 0.775
H 2.022 -2.134 -0.892
H 2.336 -2.555 -2.535
H 2.514 -0.885 -2.038
N 1.402 -0.012 4.167
O -0.008 1.468 -3.132
O -0.106 -1.618 0.539
S 0.157 -1.458 -2.362
*
```

## Properties
energy relative to the best compared isomer or geometry (same formula, charge and spin) = 44.7 kcal per mole
orbital gap = 9.25 eV
E_HOMO = -0.313 Eh
LUMO level = 0.737 eV
SMILES = COc1ccc(CCN)c(OC)c1SC

***

[8]
ORCA calculation (ωB97M-V/def2-TZVPD) on a cluster of 2 separate species, C3H9NO2S2 in total at a distorted geometry.

Geometry as ORCA input:
```
! wB97M-V def2-TZVPD RIJCOSX def2/J DEFGRID3
* xyz 0 1
S -4.528 -0.318 -0.081
S -2.871 0.767 0.367
C -1.534 -0.355 -0.108
C -0.217 0.404 -0.114
N 0.877 -0.363 -0.653
C 1.810 -1.007 0.124
O 2.671 -1.733 -0.295
H -4.729 -0.944 1.117
H -1.406 -1.197 0.572
H -1.721 -0.771 -1.096
H 0.104 0.744 0.873
H -0.310 1.341 -0.675
H 0.966 -0.640 -1.616
H 1.687 -0.728 1.187
H 2.432 1.535 -0.317
H 3.804 1.406 0.282
O 2.966 1.859 0.431
*
```

## Properties
energy relative to the best compared isomer or geometry (same formula, charge and spin) = 14.5 kcal per mole
orbital gap = 10.02 eV
E_HOMO = -0.353 Eh
LUMO level = 0.418 eV
SMILES = O=CNCCSS.O

***

The records above yield E_tot values of -66131.38657; -67489.78912; -164953.94486; -98443.01756; -54013.53200; -17596.07406; -28101.40345; -30512.73661 eV, respectively.